[1]
{"formula": "C17H14ClNO4Os", "method": "ωB97M-V/def2-TZVPD", "e_lumo_ev": [-1.127, -3.852], "spin_multiplicity": 5, "charge": 0, "relative_energy_kcal_mol": 60.8, "s2": 6.048, "gap_ev": [5.06, 4.33], "symbols": ["C", "C", "C", "H", "C", "C", "H", "H", "H", "H", "Os", "Cl", "C", "C", "C", "H", "C", "C", "H", "H", "H", "H", "O", "C", "O", "C", "C", "C", "C", "C", "C", "N", "O", "O", "H", "H", "H", "H"], "coordinates": [[2.067439, -1.764548, -0.827789], [2.099884, -1.657134, -2.301661], [0.801063, -2.090689, -2.732334], [2.972220, -1.453455, -2.920620], [-0.083885, -2.101637, -1.615350], [0.737704, -1.956401, -0.426776], [0.445641, -2.271073, 0.576822], [2.883406, -1.547077, -0.165980], [0.410090, -2.133679, -3.738381], [-1.150326, -2.276503, -1.705134], [0.796319, -0.153032, -1.904480], [2.756614, 0.883878, -0.745360], [1.301141, 1.638461, -3.298561], [0.050236, 1.000308, -3.682639], [0.393993, -0.153256, -4.454722], [-0.943110, 1.460220, -3.719070], [1.816972, -0.278128, -4.464643], [2.369439, 0.836774, -3.805942], [3.434120, 1.077275, -3.792810], [1.415559, 2.678773, -3.010645], [-0.296159, -0.757206, -5.069717], [2.377941, -1.046924, -5.019499], [1.161894, 0.379753, 1.536518], [-0.050497, 0.293737, 1.232800], [-0.609964, 0.142623, 0.072673], [-0.901830, 0.518121, 2.503658], [-1.992441, 1.405414, 2.473629], [-2.713514, 1.694721, 3.633770], [-2.430552, 1.005904, 4.862251], [-1.407004, 0.009574, 4.878788], [-0.686615, -0.285312, 3.683557], [-3.162866, 1.312518, 6.087333], [-4.072799, 2.191703, 5.968774], [-2.901127, 0.667238, 7.140806], [-2.229127, 1.895454, 1.518383], [-3.482388, 2.476435, 3.623138], [-1.218386, -0.531014, 5.834902], [0.040908, -1.111801, 3.774316]], "forces_ev_per_a": [[-0.7, 0.1, -0.8], [1.0, -1.6, 1.2], [-1.1, -0.2, -0.6], [-0.2, -0.5, 0.7], [-0.1, -0.4, -0.2], [0.4, -1.6, -0.6], [-0.1, 1.1, -0.3], [0.1, -0.1, 0.1], [0.5, -0.7, 0.3], [0.3, -0.1, 0.4], [1.1, 0.5, 3.3], [0.0, 0.9, -0.5], [-0.4, -0.2, -0.9], [-0.2, 0.3, -0.5], [0.6, 0.6, -1.1], [0.6, -0.1, 0.3], [-0.6, 1.1, -1.9], [-0.2, 0.3, -0.7], [-0.5, -0.1, 0.4], [-0.2, -0.4, 0.5], [0.4, 0.3, 0.8], [-0.4, 0.4, 0.5], [-1.9, -0.8, -0.7], [1.2, 0.9, 1.3], [0.7, 0.7, 0.6], [-0.9, -1.2, -1.3], [0.0, 0.4, 0.7], [-0.2, 0.6, -1.0], [-0.7, 0.4, 2.0], [0.9, -0.9, -1.1], [-0.9, 0.8, 2.6], [3.0, -2.1, -2.6], [-1.0, 0.9, -0.1], [-0.3, 0.4, 0.1], [0.1, -0.1, 0.6], [0.3, -0.6, 0.1], [-0.2, 0.5, -1.0], [-0.3, 0.8, -0.5]]}

[2]
{"formula": "C3H4FN", "method": "ωB97M-V/def2-TZVPD", "e_lumo_ev": [-0.364, -0.555], "spin_multiplicity": 1, "charge": 0, "relative_energy_kcal_mol": 72.0, "gap_ev": [8.19, 8.29], "smiles": "C=N/C=C/F", "symbols": ["C", "C", "C", "N", "F", "H", "H", "H", "H"], "coordinates": [[-0.811123, 0.588659, -0.027577], [1.391200, 0.016336, 0.284294], [1.019553, -1.567861, 0.156517], [0.447887, 0.889022, -0.072399], [2.001472, -2.571166, 0.121820], [-1.189420, -0.321700, 0.216146], [-1.470762, 1.274519, -0.646681], [2.400587, 0.385425, 0.512149], [0.132051, -1.884147, -0.405945]], "forces_ev_per_a": [[1.2, 4.1, -3.0], [-0.4, -7.0, -0.6], [3.0, 4.5, -0.4], [-1.8, 0.2, 0.3], [-1.5, 1.9, 0.5], [-1.1, -2.6, 1.5], [0.6, -0.7, 1.2], [-0.6, -0.6, 0.1], [0.5, 0.1, 0.4]]}

[3]
{"formula": "C19H21N7O8S2V", "method": "ωB97M-V/def2-TZVPD", "e_lumo_ev": -12.295, "spin_multiplicity": 1, "charge": 3, "gap_ev": 5.27, "symbols": ["V", "C", "C", "N", "C", "C", "C", "S", "N", "C", "O", "C", "C", "C", "C", "C", "C", "H", "H", "H", "H", "H", "H", "H", "H", "H", "H", "H", "H", "H", "H", "H", "N", "C", "N", "S", "H", "H", "H", "H", "O", "N", "O", "C", "C", "C", "C", "O", "C", "C", "N", "O", "O", "N", "O", "O", "H", "H"], "coordinates": [[-0.706812, -1.141352, 0.357118], [-3.503498, 2.225880, -3.450040], [-2.557018, 2.668267, -2.349681], [-1.190950, 2.123967, -2.532924], [-0.318931, 2.851306, -3.516114], [-0.178064, 2.103142, -4.828402], [-0.737354, 1.064394, -1.932197], [-1.941826, 0.194756, -0.882169], [0.524511, 0.686956, -2.157003], [1.228418, -0.245943, -1.655919], [0.547303, -1.142500, -0.757687], [2.594509, -0.577658, -1.859455], [3.170195, -1.732724, -1.298778], [4.491924, -2.019103, -1.552261], [5.247452, -1.162767, -2.353551], [4.687868, -0.012637, -2.910527], [3.365942, 0.285504, -2.670687], [-4.494804, 2.624133, -3.239655], [-3.576026, 1.139251, -3.506681], [-3.195850, 2.605513, -4.421592], [-2.907489, 2.381236, -1.358536], [-2.432228, 3.749998, -2.334215], [0.638410, 3.011644, -3.022352], [-0.796982, 3.817596, -3.654722], [0.355913, 1.163046, -4.707989], [0.391863, 2.729414, -5.514838], [-1.143462, 1.907572, -5.289911], [2.584785, -2.402949, -0.684873], [4.945716, -2.906540, -1.134959], [6.286642, -1.394786, -2.546730], [5.290444, 0.639610, -3.526506], [2.915358, 1.173951, -3.091209], [-2.911910, -3.981638, 2.024741], [-2.975074, -3.563449, 0.793493], [-4.091413, -3.524628, 0.095782], [-1.480439, -3.181725, -0.117858], [-3.733216, -4.346148, 2.494824], [-2.051995, -3.907236, 2.571161], [-4.972964, -3.837854, 0.485394], [-4.072228, -3.336730, -0.894986], [1.767246, 2.522047, 6.562721], [1.419820, 1.369358, 6.659584], [1.407806, 0.671502, 7.643515], [0.851892, 0.758178, 5.418533], [0.842982, 1.511057, 4.259583], [0.312274, 0.925433, 3.121751], [-0.223321, -0.368706, 3.135238], [-0.876224, -0.824190, 2.043531], [-0.133215, -1.107727, 4.318317], [0.386696, -0.540955, 5.472672], [-0.553995, -2.512296, 4.364937], [-0.555781, -3.109433, 3.282824], [-0.882915, -2.973818, 5.416452], [0.381333, 1.669521, 1.867391], [0.468621, 2.857463, 1.909689], [0.395627, 1.015110, 0.807312], [1.250649, 2.514017, 4.252471], [0.443763, -1.105315, 6.395961]], "forces_ev_per_a": [[0.1, 0.6, -0.9], [-0.1, 0.0, 0.0], [0.1, 0.0, 0.1], [0.1, -0.1, 0.0], [-0.1, 0.0, 0.2], [0.1, 0.1, -0.1], [0.1, 0.2, -0.1], [0.1, -0.2, 0.2], [0.2, -0.1, -0.1], [-0.3, -0.4, 0.2], [0.0, 0.1, 0.5], [-0.1, 0.4, -0.2], [0.0, -0.1, 0.0], [0.0, 0.0, 0.0], [0.0, 0.0, 0.0], [-0.1, 0.0, 0.0], [0.0, -0.1, 0.0], [0.0, 0.0, 0.0], [0.0, 0.0, 0.0], [0.0, 0.0, 0.0], [-0.1, 0.0, -0.1], [-0.1, 0.0, 0.0], [0.0, 0.0, -0.1], [0.0, 0.0, 0.0], [0.0, 0.0, 0.0], [0.0, 0.0, 0.0], [0.0, 0.0, 0.0], [0.0, 0.0, 0.0], [0.0, 0.0, 0.0], [0.0, 0.0, 0.0], [0.0, 0.0, 0.0], [0.0, 0.0, 0.0], [0.0, 0.1, 0.1], [0.0, -0.1, -0.1], [0.1, 0.0, 0.0], [0.0, 0.1, 0.0], [0.0, 0.0, 0.0], [0.1, -0.1, 0.0], [0.0, 0.0, 0.0], [0.0, 0.0, 0.0], [0.1, -0.2, 0.0], [-0.5, 0.2, 0.1], [0.2, 0.1, -0.2], [0.2, 0.0, 0.0], [-0.1, -0.2, 0.0], [0.1, -0.2, 0.2], [0.1, 0.2, 0.0], [-0.1, -0.5, 0.3], [0.2, 0.3, 0.1], [0.0, 0.0, -0.1], [-0.4, 0.0, -0.1], [0.1, 0.0, 0.1], [0.1, 0.0, -0.1], [0.0, 0.2, 0.2], [0.0, -0.2, -0.1], [0.0, -0.2, -0.2], [0.0, 0.0, 0.0], [0.0, 0.0, 0.0]]}

[4]
{"formula": "C24H63N6O24P3", "method": "ωB97M-V/def2-TZVPD", "e_lumo_ev": 0.083, "spin_multiplicity": 1, "charge": 0, "relative_energy_kcal_mol": 91.9, "gap_ev": 10.59, "smiles": "CCOP(=O)(OCC)OCC.CCOP(=O)(OCC)OCC.CCOP(=O)(OCC)OCC.C[N+](=O)[O-].C[N+](=O)[O-].C[N+](=O)[O-].C[N+](=O)[O-].C[N+](=O)[O-].C[N+](=O)[O-]", "symbols": ["C", "C", "O", "P", "O", "O", "C", "C", "O", "C", "C", "H", "H", "H", "H", "H", "H", "H", "H", "H", "H", "H", "H", "H", "H", "H", "C", "C", "O", "P", "O", "O", "C", "C", "O", "C", "C", "H", "H", "H", "H", "H", "H", "H", "H", "H", "H", "H", "H", "H", "H", "H", "C", "C", "O", "P", "O", "O", "C", "C", "O", "C", "C", "H", "H", "H", "H", "H", "H", "H", "H", "H", "H", "H", "H", "H", "H", "H", "C", "N", "O", "O", "H", "H", "H", "C", "N", "O", "O", "H", "H", "H", "C", "N", "O", "O", "H", "H", "H", "C", "N", "O", "O", "H", "H", "H", "C", "N", "O", "O", "H", "H", "H", "C", "N", "O", "O", "H", "H", "H"], "coordinates": [[-5.077928, -3.398618, -2.573127], [-6.314570, -2.460010, -2.934850], [-6.680772, -2.632297, -4.253546], [-8.249086, -2.914819, -4.594441], [-8.597647, -2.898595, -6.033711], [-8.856864, -1.677943, -3.858236], [-9.308123, -0.524999, -4.600707], [-9.921254, 0.424531, -3.558322], [-8.764532, -4.109485, -3.645722], [-8.991353, -5.481443, -3.976948], [-7.650530, -6.248453, -3.798176], [-4.744817, -3.191602, -1.556132], [-5.333968, -4.455857, -2.642327], [-4.228996, -3.264593, -3.243548], [-7.099411, -2.699349, -2.217324], [-6.037095, -1.423144, -2.745079], [-8.496411, -0.037966, -5.141107], [-10.018431, -0.813317, -5.375585], [-10.392662, 1.259530, -4.076645], [-10.712699, -0.008038, -2.946268], [-9.134531, 0.756356, -2.880779], [-9.754715, -5.859001, -3.296621], [-9.319033, -5.632250, -5.005528], [-7.800122, -7.328015, -3.781655], [-7.017752, -6.014888, -4.654403], [-7.205122, -6.015816, -2.830931], [7.213329, 2.037577, -5.344803], [8.113900, 2.489111, -4.215355], [7.937830, 1.581527, -3.101532], [9.009838, 1.587477, -1.825379], [9.142186, 2.923750, -1.227545], [8.366712, 0.524680, -0.778026], [8.551964, -0.856194, -1.137307], [7.148546, -1.484052, -0.909996], [10.344521, 0.906641, -2.396562], [11.357111, 0.682443, -1.517808], [12.669917, 0.845545, -2.442611], [6.966265, 2.892543, -5.974171], [7.629559, 1.246475, -5.968516], [6.268080, 1.719891, -4.904714], [9.130868, 2.578864, -4.597243], [7.729496, 3.435139, -3.834086], [8.878175, -1.059982, -2.157187], [9.358182, -1.214121, -0.496992], [6.294627, -0.940334, -1.314077], [7.300001, -2.501256, -1.271194], [6.829047, -1.544551, 0.130372], [11.242537, 1.315082, -0.637626], [11.348984, -0.346648, -1.158621], [12.737716, 1.755784, -3.038404], [13.474706, 0.870830, -1.707912], [12.793068, 0.035841, -3.161861], [-2.007845, 3.041268, -6.406763], [-2.606140, 2.627908, -5.066103], [-2.477543, 3.678001, -4.047482], [-1.296194, 3.447792, -2.971826], [-1.160120, 2.094841, -2.416536], [0.001268, 4.029047, -3.782558], [-0.059205, 5.286988, -4.489911], [0.370056, 6.392975, -3.544084], [-1.596509, 4.573437, -1.882252], [-2.950996, 4.614192, -1.479472], [-2.888805, 4.815700, -0.011593], [-0.919055, 3.092575, -6.401925], [-2.259946, 2.349957, -7.210902], [-2.438286, 4.014549, -6.642401], [-3.686373, 2.511135, -5.153055], [-2.264266, 1.648040, -4.732801], [0.730152, 5.263366, -5.241222], [-0.991669, 5.587494, -4.967694], [0.003493, 6.239292, -2.529146], [1.426192, 6.239904, -3.322157], [0.126381, 7.408124, -3.857437], [-3.537842, 5.362215, -2.012548], [-3.402687, 3.648634, -1.706990], [-3.911688, 4.732429, 0.355662], [-2.360682, 4.093763, 0.611302], [-2.541511, 5.804331, 0.288534], [0.134195, -0.785063, 3.531699], [1.074119, -1.342448, 4.553394], [2.272910, -1.025721, 4.441911], [0.625891, -2.046075, 5.395141], [-0.507173, -0.089161, 4.072514], [-0.473159, -1.627633, 3.201105], [0.667147, -0.222650, 2.765048], [3.043618, 4.712411, 1.591028], [2.270976, 5.564355, 2.507376], [1.917274, 4.928208, 3.502261], [1.993543, 6.763811, 2.273473], [3.887520, 4.319695, 2.158209], [3.339235, 5.376972, 0.779197], [2.324034, 3.953218, 1.284550], [-1.790498, -8.135521, 7.473502], [-1.277400, -9.251657, 8.303639], [-0.118513, -9.170820, 8.559600], [-2.079253, -10.084577, 8.729066], [-1.703396, -8.439408, 6.430357], [-1.128341, -7.293459, 7.674984], [-2.833359, -7.922890, 7.708721], [0.387245, 4.214336, 10.269322], [-0.270120, 3.292529, 9.275321], [-1.353530, 3.609878, 8.835098], [0.314772, 2.266758, 9.008849], [0.859230, 3.700329, 11.106666], [-0.421462, 4.806098, 10.698194], [1.158229, 4.754174, 9.719537], [5.534412, -6.209436, 6.934179], [6.808361, -6.583306, 6.258805], [7.394489, -5.691349, 5.661693], [7.059157, -7.768758, 6.103375], [4.682719, -6.013738, 6.282701], [5.849919, -5.286974, 7.421633], [5.351470, -6.800797, 7.831360], [-6.209298, -0.937781, 5.972829], [-6.485831, -0.827916, 4.565441], [-7.646473, -0.785568, 4.258676], [-5.568863, -0.687460, 3.777193], [-5.303923, -1.485716, 6.233939], [-7.092161, -1.304361, 6.496538], [-6.116639, 0.127531, 6.184106]], "forces_ev_per_a": [[-0.9, 0.7, -0.4], [2.2, -1.0, 2.3], [-1.5, -1.3, -2.0], [0.2, 0.4, -0.8], [0.8, -0.9, 1.1], [-0.8, 0.6, 0.5], [-0.8, 0.3, 0.7], [0.2, -0.2, -0.5], [0.2, 1.1, -0.6], [1.4, -1.0, 0.0], [-1.0, 0.0, 0.0], [-0.1, 0.0, 0.0], [-0.3, 0.1, 0.0], [-0.1, 0.3, -0.1], [-0.2, 0.0, -0.2], [0.0, 0.1, -0.2], [0.3, -0.1, 0.3], [-0.1, -0.3, 0.2], [0.3, 0.2, 0.0], [0.1, -0.4, -0.2], [-0.1, 0.2, -0.1], [0.0, 0.3, 0.0], [-0.2, 0.4, 0.0], [-0.2, -0.1, -0.2], [0.3, 0.1, 0.3], [0.2, 0.3, -0.2], [-0.4, 0.1, 0.2], [-0.8, 0.2, 0.1], [2.2, -1.0, 1.4], [-2.3, 0.8, -0.5], [0.4, -0.7, -0.2], [1.4, 1.3, -2.0], [-1.9, -0.2, 0.9], [1.2, -0.7, 0.6], [-3.7, 0.6, -1.4], [3.4, -0.3, -0.8], [-0.5, 0.2, 2.1], [0.2, 0.0, -0.1], [0.0, 0.0, 0.2], [0.0, -0.2, -0.1], [0.2, -0.1, 0.6], [0.4, 0.3, -0.2], [-0.2, 0.6, -0.2], [-0.4, -0.5, 0.2], [0.5, 0.0, -1.0], [-0.9, -0.2, -0.2], [0.7, -0.1, 0.3], [0.7, 0.4, -0.1], [-0.1, -0.2, 0.0], [-0.5, 0.2, 0.4], [0.5, -0.2, -0.4], [-0.2, -0.3, 0.4], [-0.1, 0.3, 0.4], [-0.8, -0.1, -0.3], [0.7, -1.0, 0.2], [0.9, 0.9, -1.0], [0.2, 0.6, -0.6], [-1.3, -0.7, 0.5], [0.8, 1.1, 0.5], [0.5, -0.4, 1.3], [0.8, -0.1, -1.9], [-0.1, -0.9, 0.8], [-1.5, 0.6, 1.6], [0.0, 0.2, 0.2], [-0.3, -0.1, 0.2], [0.2, 0.1, -0.3], [0.0, 0.1, -0.2], [0.4, 0.3, 0.4], [-0.3, -0.5, -0.3], [-0.3, -0.9, 0.1], [-0.8, 0.1, -0.2], [0.4, 0.5, -0.5], [0.2, -0.1, -0.2], [0.3, 0.3, 0.0], [-0.2, -0.1, 0.1], [-0.3, 0.2, 0.2], [0.4, -0.3, -0.7], [0.1, 0.1, -0.3], [-0.3, 0.2, 0.4], [2.4, 1.6, -1.7], [-1.6, -0.4, 0.2], [-0.7, -1.0, 1.2], [0.0, -0.1, 0.0], [0.2, 0.2, -0.3], [0.1, -0.5, 0.1], [0.0, 1.1, -0.8], [-1.2, 1.0, 1.6], [-0.1, 1.3, -0.6], [0.8, -2.8, 0.3], [-0.2, -0.1, -0.2], [0.2, -0.5, -0.1], [0.4, -0.1, -0.1], [-0.3, 0.3, -0.4], [-2.3, 0.1, 0.5], [1.7, -0.7, 0.5], [0.9, 0.6, -0.6], [0.0, 0.0, 0.1], [-0.2, -0.1, -0.1], [0.2, -0.2, 0.1], [-0.4, 0.2, 0.2], [0.1, -0.4, 0.8], [0.1, 0.3, 0.0], [0.2, -0.1, -0.2], [0.0, -0.6, -0.5], [0.3, 0.4, -0.4], [-0.3, 0.2, 0.1], [1.0, 1.4, 2.2], [-0.8, -0.9, -2.7], [-0.1, -0.1, 0.9], [0.1, 0.4, 0.8], [0.5, -0.5, -0.2], [-0.5, 0.5, -0.4], [-0.2, -0.9, -0.8], [0.1, 0.6, 1.5], [0.3, -0.4, -1.6], [-1.1, 0.0, -0.3], [0.3, -0.2, 0.4], [-0.1, 0.2, -0.4], [0.2, -0.1, -0.3], [0.4, -0.1, 0.7]]}